1.
Density functional theory data (ωB97M-V with the def2-TZVPD basis set) for a structure of composition CH4N2O at a distorted geometry.

Structure (XYZ):
```
8
Properties=species:S:1:pos:R:3:forces:R:3
C -0.35742 0.18738 0.59850 1.48 4.34 -5.30
N -1.08777 0.50026 1.50580 -1.89 0.32 2.49
N 0.81607 -0.98833 -0.89441 1.74 -1.35 -1.74
O 0.32253 -0.91836 0.37779 0.39 -0.94 1.17
H -0.01684 0.96999 -0.55454 -1.27 -1.53 3.28
H -1.58961 1.40410 1.53885 0.92 -0.95 -0.45
H 1.75919 -0.56793 -1.04276 -1.15 -0.09 0.87
H 0.15385 -0.58712 -1.52922 -0.23 0.19 -0.32
```
Positions in Å, forces in eV/Å.

**Multiplicity**: 1
**Kohn-Sham gap**: 10.9000 eV
**Max |F|**: 7.01 eV/Å
**ΔE to the lowest compared entry with this formula, charge and spin**: 4.6840 eV

Atomic partial charges in e from the Mulliken method, atoms 1 to 6: C 0.13; N -0.48; N -0.44; O -0.19; H 0.15; H 0.28


2.
Density functional theory data (ωB97M-V with the def2-TZVPD basis set) for a cluster of 2 separate species, CH4N2O in total at a distorted geometry.

Structure (XYZ):
```
8
Properties=species:S:1:pos:R:3:forces:R:3
C -0.35343 -0.21675 0.31478 -4.05 -2.60 4.17
N -0.66238 -0.34424 2.29873 1.54 0.36 -4.05
N 0.98975 0.80892 -1.34476 -0.32 0.28 0.80
O 0.57188 0.60732 0.01485 1.80 1.76 0.20
H -0.98482 -1.02289 -0.16552 1.55 1.12 0.00
H -1.64736 -0.54897 2.15297 -0.62 -0.03 -0.01
H 0.23897 0.43718 -1.90215 0.07 -0.44 -0.55
H 1.84738 0.27944 -1.36890 0.03 -0.45 -0.56
```
Positions in Å, forces in eV/Å.

**Multiplicity**: 3
**Kohn-Sham gap (alpha / beta)**: 7.5529 / 9.4164 eV
**Max |F|**: 6.37 eV/Å
**ΔE to the lowest compared entry with this formula, charge and spin**: 4.3989 eV
**<S²>**: 2.009

Atomic partial charges in e from the Mulliken method, atoms 1 to 6: C -0.11; N -0.37; N -0.40; O -0.25; H 0.35; H 0.22


3.
Density functional theory data (ωB97M-V with the def2-TZVPD basis set) for an isolated molecule of CH4N2O2 at a distorted geometry.

Structure (XYZ):
```
9
Properties=species:S:1:pos:R:3:forces:R:3
O 0.66124 0.89178 -1.30387 0.96 2.23 0.76
N 1.19740 0.63663 0.07754 -0.85 0.65 -1.93
C 0.50839 -0.18476 0.76191 -2.27 -1.36 -0.02
N -0.67741 -1.03997 0.50877 3.99 2.45 -2.02
O -1.61543 -0.51386 -0.41535 3.91 1.93 -2.64
H 0.94555 1.88814 -1.52105 -0.87 -3.40 1.02
H 1.00836 -0.25890 1.70943 -0.26 -0.72 0.60
H -1.20944 -1.35500 1.23554 -0.99 -0.70 2.82
H -0.81866 -0.06405 -1.05291 -3.63 -1.08 1.41
```
Positions in Å, forces in eV/Å.

**Multiplicity**: 1
**Kohn-Sham gap**: 9.5565 eV
**Max |F|**: 5.10 eV/Å
**ΔE to the lowest compared entry with this formula, charge and spin**: 4.4066 eV
**SMILES**: O/N=C\NO

Atomic partial charges in e from the Mulliken method, atoms 1 to 6: O -0.49; N -0.32; C 0.06; N -0.22; O -0.44; H 0.35